The following is a quantum chemistry calculation of a molecular structure, C37H35BeN3OPS3, from the OMol25 dataset.

Atoms and positions in Å:
S 0.133 1.652 2.800
S -3.233 1.448 1.089
S 0.506 0.908 5.657
P 2.037 1.366 -0.316
O -1.622 0.376 4.200
N -4.178 -1.007 0.544
N -0.717 -0.287 0.199
N -3.663 0.147 -1.242
C 3.051 -0.312 -3.921
C -0.371 -2.895 3.688
C 1.334 1.292 -4.402
C -0.380 0.898 4.243
C -2.168 -0.137 5.409
C 0.423 -3.393 -3.604
C -1.569 -3.587 1.291
C 0.681 5.245 -0.655
C -3.953 -1.185 -1.766
C 1.502 4.126 -0.595
C 3.733 2.044 -0.044
C 6.243 3.081 0.645
C 2.232 0.331 -4.843
C 4.612 2.493 -1.028
C 1.266 1.627 -3.053
C 5.859 3.003 -0.687
C -1.187 3.841 -0.101
C 0.284 -3.503 -1.203
C 0.631 -4.082 -2.419
C -0.679 5.093 -0.428
C -4.607 -1.860 -0.551
C -0.269 -2.224 -1.152
C 4.135 2.120 1.291
C -0.439 -1.532 -2.349
C -0.179 -2.105 2.561
C -0.111 -2.110 -3.564
C -4.434 -1.303 1.933
C -0.400 2.693 0.022
C -3.697 0.160 0.111
C -0.784 -2.437 1.354
C 2.097 1.006 -2.124
C -1.175 -4.026 3.621
C 2.972 0.016 -2.577
C 0.975 2.871 -0.286
C -0.617 -1.527 0.154
C 5.374 2.642 1.635
C -1.773 -4.375 2.416
Be -0.917 1.183 0.869
H 0.569 2.385 -2.715
H -2.339 0.671 6.121
H 1.099 6.220 -0.881
H 4.321 2.449 -2.071
H 7.213 3.485 0.908
H -1.340 5.951 -0.486
H -5.700 -1.876 -0.623
H -0.248 -1.550 -4.481
H 3.455 1.777 2.065
H 3.742 -1.077 -4.251
H 2.292 0.079 -5.895
H -2.254 3.758 0.089
H -0.804 -0.513 -2.289
H 0.685 1.792 -5.111
H 1.066 -5.074 -2.438
H -1.329 -4.638 4.502
H -2.395 -5.261 2.354
H 5.664 2.700 2.677
H -3.612 -0.913 2.527
H 0.457 -4.046 -0.282
H 6.529 3.348 -1.466
H -4.257 -2.881 -0.405
H 0.427 -1.208 2.611
H -3.041 -1.705 -2.064
H 2.560 4.245 -0.793
H 0.694 -3.844 -4.552
H -2.016 -3.874 0.344
H -4.628 -1.129 -2.618
H -5.369 -0.848 2.273
H -4.483 -2.383 2.056
H -3.000 0.760 -1.689
H -3.114 -0.597 5.134
H 3.604 -0.500 -1.861
H 0.094 -2.610 4.623
H -1.504 -0.868 5.866

Net charge: -1
HOMO-LUMO gap (eV): 6.7
Highest occupied orbital energy (Ha): -0.15763

The following is a quantum chemistry calculation of a gas-phase ion, C5H9N2O4 (charge -1) at a distorted geometry, from the OMol25 dataset.

Atoms and positions in Å:
O -1.819 0.911 -0.466
O -0.639 1.440 2.370
O 0.882 -0.556 2.151
O 3.018 -0.528 1.440
N 2.430 -0.913 -1.066
N 1.396 -0.936 -0.082
C -1.703 1.636 1.786
C -2.288 0.545 0.881
C 1.769 -0.653 1.257
C 0.033 -0.682 -0.562
C -0.440 0.847 -0.589
H 2.496 -0.027 -1.430
H 0.033 0.431 2.363
H -1.798 -0.408 1.199
H 0.292 1.432 0.210
H -0.323 1.418 -1.620
H -3.388 0.656 0.677
H -0.486 -1.350 0.211
H 3.219 -0.870 -0.499
H -0.016 -1.223 -1.601

Net charge: -1
HOMO-LUMO gap (eV): 6.9
Energy relative to the best compared isomer or geometry (same formula, charge and spin) (kcal per mole): 88.9
Highest occupied orbital energy (Ha): -0.11640

The following is a quantum chemistry calculation of 3 unconnected molecules or ions with the total composition C4H11NS at a distorted geometry, from the OMol25 dataset.

Atoms and positions in Å:
S 0.572 3.654 -0.871
N -0.546 0.892 0.851
C 0.426 -2.326 1.181
C 1.405 -2.484 0.238
C -1.082 0.605 -1.509
C -1.292 0.418 -0.201
H -2.266 0.091 0.100
H -1.936 0.454 -2.200
H -0.632 0.535 1.751
H 2.125 -3.272 0.509
H 1.574 2.959 -0.723
H -0.186 2.675 -0.271
H -0.240 -1.509 1.281
H 0.426 1.065 0.462
H 0.363 -3.079 1.941
H 1.540 -1.802 -0.611
H -0.251 1.126 -1.927

HOMO-LUMO gap (eV): 9.4
Energy relative to the best compared isomer or geometry (same formula, charge and spin) (kcal per mole): 62.1
Highest occupied orbital energy (Ha): -0.31427

The following is a quantum chemistry calculation of a molecular structure, N2O3S at a distorted geometry, from the OMol25 dataset.

Atoms and positions in Å:
S 1.055 0.041 -0.058
O -2.296 -0.285 -0.384
O 2.326 -0.474 -0.136
O 0.811 1.305 -0.684
N -1.822 0.068 0.575
N -0.075 -0.654 0.687

HOMO-LUMO gap (spin up / spin down) (eV): 8.6 / 8.6
Energy relative to the best compared isomer or geometry (same formula, charge and spin) (kcal per mole): 111.2
Highest occupied orbital energy (spin up / spin down) (Ha): -0.37924 / -0.37931

The following is a quantum chemistry calculation of a molecular structure, C7H20NO2PY at a distorted geometry, from the OMol25 dataset.

Atoms and positions in Å:
Y 0.104 -0.668 -0.244
P -1.977 1.140 -0.851
O -1.712 -0.274 2.798
O 1.808 -1.591 0.666
N 3.810 -1.834 1.637
C 2.924 -1.077 1.041
C -1.280 -0.529 1.747
C -2.990 0.356 -2.180
C -3.303 1.716 0.268
C 5.125 -1.288 1.931
C 3.472 -3.222 1.957
C -1.558 2.714 -1.694
H -3.484 -0.535 -1.786
H -2.314 0.057 -2.986
H 5.059 -0.445 2.642
H 3.115 0.001 0.873
H -1.150 -2.377 -1.048
H -1.056 3.382 -0.992
H -2.452 3.209 -2.089
H 0.533 0.053 -2.009
H -2.855 2.288 1.084
H -3.735 1.065 -2.557
H 3.181 -3.756 1.052
H 5.725 -2.086 2.364
H -3.817 0.861 0.711
H 0.478 0.980 0.652
H -0.489 -2.784 -0.844
H 4.366 -3.662 2.392
H -0.869 2.500 -2.514
H 2.647 -3.251 2.673
H -4.028 2.347 -0.261
H 5.610 -0.917 1.011

Net charge: +1
HOMO-LUMO gap (eV): 8.1
Highest occupied orbital energy (Ha): -0.43111

The following is a quantum chemistry calculation of a molecular structure, C7H14OPSSn at a distorted geometry, from the OMol25 dataset.

Atoms and positions in Å:
Sn 0.330 0.962 -0.335
S 0.755 -0.007 2.586
P -0.803 3.412 -0.301
O -0.062 -0.345 1.225
C 0.848 -2.153 -2.328
C 1.539 -1.077 -2.969
C -0.691 -1.027 -3.653
C 0.464 -1.543 3.466
C -0.537 -2.099 -2.713
C -0.469 1.041 3.333
C 0.579 -0.382 -3.805
H 1.272 -2.804 -1.546
H -1.437 0.546 3.299
H -0.533 1.983 2.780
H 0.779 0.529 -4.377
H -0.174 1.238 4.362
H 0.913 -1.445 4.464
H -1.252 3.767 -1.662
H -1.339 -2.693 -2.259
H -1.870 3.482 0.703
H 2.566 -0.742 -2.763
H -1.647 -0.660 -4.048
H 0.942 -2.365 2.936
H -0.598 -1.750 3.548
H 0.425 4.131 0.059

Net charge: -1
HOMO-LUMO gap (eV): 3.4
Energy relative to the best compared isomer or geometry (same formula, charge and spin) (kcal per mole): 22.7
Highest occupied orbital energy (Ha): -0.04469

The following is a quantum chemistry calculation of a single C4H7NO molecule, from the OMol25 dataset.

Atoms and positions in Å:
O -1.611 -0.746 0.963
N 0.930 0.541 -0.689
C 0.173 -0.732 -0.819
C -0.071 1.148 0.218
C -1.010 -0.054 -0.088
C 1.352 -1.025 -0.010
H 0.041 -1.166 -1.811
H -0.911 -1.195 1.459
H 1.957 0.487 -0.629
H 1.142 -0.849 1.060
H 0.261 1.242 1.257
H -0.436 2.113 -0.145
H -1.816 0.237 -0.765

HOMO-LUMO gap (eV): 9.4
Energy relative to the best compared isomer or geometry (same formula, charge and spin) (kcal per mole): 126.4
Highest occupied orbital energy (Ha): -0.30917

The following is a quantum chemistry calculation of a single C24H25N5O3 molecule at a distorted geometry, from the OMol25 dataset.

Atoms and positions in Å:
O 7.917 -0.491 -3.963
O 2.370 -0.701 1.490
O -5.305 0.313 4.448
N 4.435 -0.596 -0.649
N -0.272 0.131 0.625
N 0.871 0.065 -0.114
N -5.126 0.695 0.350
N 1.526 0.507 -2.356
C 5.624 0.163 -4.506
C -5.221 0.967 1.775
C -2.940 -0.259 4.549
C 0.659 0.454 -1.417
C -4.078 0.173 3.873
C 4.994 -0.395 -1.878
C -5.275 -0.718 0.039
C 4.324 0.343 -4.092
C 2.786 0.133 -2.010
C 3.989 0.066 -2.771
C 6.614 -0.293 -3.618
C -1.734 -0.367 3.886
C 3.104 -0.281 -0.716
C 8.322 -0.228 -5.284
C -2.779 0.390 1.863
C -6.180 1.320 -0.429
C 2.143 -0.345 0.343
C -5.457 -0.006 5.810
C -1.632 -0.043 2.534
C -0.355 -0.161 1.864
C -7.405 0.384 -0.357
C -3.992 0.497 2.507
C -6.792 -0.996 -0.070
C 6.302 -0.576 -2.294
H 7.075 -0.925 -1.629
H 3.568 0.694 -4.777
H -5.222 -1.057 6.006
H -4.782 -1.333 0.791
H -4.793 -0.897 -0.926
H 7.796 -0.866 -6.002
H -2.986 -0.515 5.596
H -7.971 0.400 -1.286
H 4.901 -0.921 0.182
H -7.174 -1.407 0.865
H -5.826 1.388 -1.462
H -2.716 0.640 0.817
H 8.171 0.823 -5.551
H -0.363 0.739 -1.622
H -6.392 2.327 -0.070
H -6.506 0.176 6.038
H -8.071 0.692 0.449
H -0.860 -0.705 4.424
H 5.879 0.379 -5.531
H -6.108 0.512 2.242
H -5.304 2.052 1.905
H -4.834 0.631 6.445
H 0.478 -0.500 2.473
H 9.386 -0.456 -5.315
H -7.003 -1.712 -0.862

HOMO-LUMO gap (eV): 8.0
Energy relative to the best compared isomer or geometry (same formula, charge and spin) (kcal per mole): 54.5
Highest occupied orbital energy (Ha): -0.28444

no.,energy (Ha)
1,-3221.26663
2,-606.29041
3,-611.84319
4,-733.24073
5,-863.31630
6,-1303.97045
7,-286.43024
8,-1429.03236